[1]
12
Properties=species:S:1:pos:R:3 method="wB97M-V/def2-TZVPD" total_charge=0
H 3.27534 0.28396 0.60289
N 2.84253 -0.53306 0.01216
C 1.59473 -0.26885 -0.34073
N 0.60967 0.56989 0.21879
N -0.75086 0.46357 -0.15490
C -1.61950 -0.52705 0.23442
N -2.87936 -0.41182 -0.03807
H -2.97543 0.50088 -0.54795
H 1.29005 -0.72442 -1.26988
H 0.85654 0.88752 1.24055
H -1.00248 1.20109 -0.78559
H -1.24125 -1.44171 0.82831

***

[2]
12
Properties=species:S:1:pos:R:3 method="wB97M-V/def2-TZVPD" total_charge=0
C -0.05300 0.12350 0.69190
C -0.95288 -0.38972 -1.47540
N 1.33294 0.16071 -1.07563
N 0.49004 0.41847 2.85246
N 0.97085 0.68590 1.74966
N 0.15953 0.01313 -0.61093
H -0.90866 -0.11049 1.27264
H -1.74486 -0.84128 -0.85851
H -0.49474 -1.01405 -2.28151
H -1.19818 0.62512 -1.85690
H 1.30358 -0.15038 -2.04516
H 1.09538 0.47909 3.63737

***

[3]
12
Properties=species:S:1:pos:R:3 method="wB97M-V/def2-TZVPD" multiplicity=3 total_charge=0 s_squared=2.020
C 3.16033 0.63954 -0.28801
C -2.00160 0.58512 0.17147
N 2.51944 -0.39156 0.01836
N 1.96425 -1.33253 0.30723
N -1.19798 -0.20353 -0.39889
N -1.33523 -1.52919 -0.28004
H 3.41242 1.35292 0.46934
H 3.43094 0.81567 -1.31055
H -2.79429 0.25181 0.84152
H -1.89333 1.63425 -0.01784
H -1.92718 -1.88343 0.47411
H -0.46617 -2.02524 -0.42138

***

[4]
13
Properties=species:S:1:pos:R:3 method="wB97M-V/def2-TZVPD" total_charge=0
N -0.19616 -0.13610 -2.30104
N -0.39374 -0.59791 -0.79083
C 0.06246 0.32606 -0.09446
N 0.45203 1.61802 -0.19966
C 0.16305 -0.20020 1.51076
N 0.04717 -1.52025 1.70338
O 0.41364 0.62381 2.36354
H -0.82170 0.63370 -2.53405
H -0.46309 -0.94053 -2.85900
H 0.18832 2.12756 -1.02753
H 0.57593 2.08087 0.69095
H -0.12449 -2.10727 0.90496
H 0.09658 -1.90775 2.63297

***

[5]
13
Properties=species:S:1:pos:R:3 method="wB97M-V/def2-TZVPD" total_charge=0
N -0.54047 0.42050 2.05519
N -0.84904 -0.93150 1.76039
C -0.56653 -1.27427 0.55928
O -0.17324 -0.34792 -0.33653
C 1.02712 -0.11471 -0.39158
N 1.63220 0.36034 -1.34151
N 0.57826 0.64679 -2.33652
H -1.27536 0.75876 2.67230
H -0.87317 1.01408 1.31945
H -1.04100 -2.29499 0.07209
H 1.80520 -0.68139 0.38859
H 0.58620 1.58671 -2.69805
H -0.31014 0.85759 -1.72310

***

[6]
14
Properties=species:S:1:pos:R:3 method="wB97M-V/def2-TZVPD" total_charge=0
H 1.51574 -1.94261 -1.19900
N 0.54804 -1.53110 -1.27590
C 0.21727 -1.09973 -0.08734
N 1.00903 -0.94255 1.04775
N -1.10270 -0.78177 0.08753
O -0.92283 0.32633 1.00177
C -0.27443 1.51817 0.64767
N -0.25883 2.06271 -0.50661
O -1.08095 1.24531 -1.39818
H 1.90377 -1.44616 1.10641
H 0.57932 -0.77741 2.06178
H -1.46651 -0.29812 -0.80712
H 0.23810 1.93019 1.59091
H -0.90501 1.73675 -2.26968

***

[7]
14
Properties=species:S:1:pos:R:3 method="wB97M-V/def2-TZVPD" total_charge=0
N -2.90490 -0.92409 0.20376
N -2.67353 0.42543 -0.21840
C -1.49241 0.78186 -0.27810
N -0.42098 -0.13950 -0.05545
C 0.93757 0.25890 0.08900
O 1.31702 1.35396 0.27881
N 1.83119 -0.81763 -0.05289
O 3.12802 -0.54572 -0.06477
H -3.83866 -1.12272 0.32364
H -2.33722 -1.14222 1.00243
H -1.28221 1.85878 -0.28033
H -0.51259 -1.09578 -0.14128
H 1.62528 -1.42165 -0.87694
H 3.29164 0.40372 0.25565

***

[8]
14
Properties=species:S:1:pos:R:3 method="wB97M-V/def2-TZVPD" total_charge=0
H 2.43556 -0.52802 -1.04271
N 1.65736 -0.87197 -1.58336
C 0.47595 -0.65819 -1.05524
N -0.65960 -1.13113 -1.55309
N 0.32548 -0.02019 0.17099
O 1.47386 0.51976 0.62854
C -0.81083 0.48589 0.77552
N -0.60052 1.36656 1.77957
O -1.92407 0.10923 0.47113
H -0.52690 -1.85502 -2.27386
H -1.50092 -0.96533 -1.02399
H 1.46997 0.11594 1.51567
H 0.11799 2.06318 1.85954
H -1.44382 1.76819 2.14754

***

[9]
16
Properties=species:S:1:pos:R:3 method="wB97M-V/def2-TZVPD" total_charge=0
C -1.72950 -1.69008 0.63798
C -1.06622 -0.31377 0.50917
N 0.29448 -0.58897 0.19278
N 1.07991 0.89670 -0.36048
N 1.11141 1.10780 -1.72881
O 0.37750 0.39538 -2.35351
O 1.84637 1.95125 -2.13318
N 1.85771 1.49571 0.65321
O 1.98296 0.84915 1.64076
O 2.26116 2.58821 0.40882
H -1.19437 -2.29687 1.36088
H -2.75426 -1.55906 0.97184
H -1.73219 -2.20083 -0.32104
H -1.59385 0.26444 -0.26015
H -1.10015 0.21740 1.46284
H 0.35905 -1.11647 -0.68111

***

[10]
13
Properties=species:S:1:pos:R:3 method="wB97M-V/def2-TZVPD" total_charge=0
H 2.51114 -1.52033 -0.20765
N 3.12633 -0.66871 -0.03970
C 2.33237 0.28332 0.09914
N 0.87160 0.32443 -0.23302
N 0.14103 1.48730 0.02753
C 0.07961 -0.81925 -0.00469
N -1.15730 -1.05446 0.06402
S -2.51098 -0.03833 0.01059
H 2.79823 1.28334 0.43760
H 0.33317 2.27551 -0.59360
H 0.16845 1.82686 1.04824
H 0.80892 -1.72608 0.33416
H -1.78782 1.06968 -0.48664

***

[11]
13
Properties=species:S:1:pos:R:3 method="wB97M-V/def2-TZVPD" total_charge=0
H 1.01663 2.61697 -0.00754
N 1.51574 1.74465 0.03726
C 0.58462 0.78010 -0.04795
N 1.04712 -0.57155 -0.12561
N 2.46801 -0.93956 -0.00736
S -1.13611 1.18158 -0.01685
N -1.81271 -0.32969 0.05688
C -3.00740 -0.54056 0.01002
H 0.57580 -1.44662 -0.11732
H 2.74909 -0.66139 1.04576
H 3.06203 -0.32491 -0.65011
H -3.81472 0.20200 -0.24669
H -3.24809 -1.71102 0.06951

***

[12]
13
Properties=species:S:1:pos:R:3 method="wB97M-V/def2-TZVPD" total_charge=0
C 0.04417 1.18446 -0.14965
C -0.17946 -0.25672 0.36695
N -0.32994 -1.02447 -0.80394
N -1.39685 -1.76712 -0.83571
S -2.54652 -2.07060 0.28287
H 0.37398 1.10603 -1.17152
H -0.92943 1.62730 -0.07296
H 0.75774 1.71012 0.46294
H -0.96840 -0.15106 1.17469
H 0.68466 -0.57173 0.93530
H -1.32423 -2.36075 -1.72381
N -2.73226 1.50084 0.13512
N -3.12444 2.53619 0.19119

***

[13]
13
Properties=species:S:1:pos:R:3 method="wB97M-V/def2-TZVPD" multiplicity=3 total_charge=0 s_squared=2.015
C 3.20041 -0.44852 0.45268
C -2.86319 -0.60587 -0.48296
N 2.10700 -0.06178 0.01608
N 1.50474 1.03121 -0.16406
N 0.22294 1.20512 -0.18529
N -0.55382 0.27026 0.40612
S -2.19182 0.69356 0.47860
H 3.74176 0.04635 1.29605
H 3.65814 -1.45538 0.30753
H -2.40801 -0.55693 -1.45566
H -3.86787 -0.72289 -0.29859
H -2.47774 -1.51098 0.02172
H -0.07254 2.11585 -0.39221

***

[14]
13
Properties=species:S:1:pos:R:3 method="wB97M-V/def2-TZVPD" total_charge=+1
N 2.75474 -0.77783 -0.34295
N 2.17845 0.16635 -0.25236
C 1.37301 1.11623 0.13732
C 0.01486 1.00138 0.20219
N -0.58068 -0.15473 0.01033
N -1.99140 -0.20485 -0.17835
N 0.12033 -1.33954 -0.09001
H 1.99591 2.08623 0.21274
H -0.70720 1.79974 0.16416
H -2.44800 0.47339 -0.77191
H -2.57718 -0.39646 0.67809
H -0.47355 -2.07862 -0.57613
H 0.34073 -1.69129 0.80688

***

[15]
13
Properties=species:S:1:pos:R:3 method="wB97M-V/def2-TZVPD" total_charge=+1
C -0.49156 -1.59061 -0.05018
N -0.57382 -0.14143 -0.10956
N -1.57875 0.62178 -0.30560
C -1.06368 1.93589 -0.37484
N 0.16555 2.10159 -0.19596
N 0.58190 0.43556 0.05495
N 1.76358 -0.07627 0.34935
H -0.61041 -1.98192 0.96617
H -1.27318 -2.04831 -0.67558
H 0.55766 -1.93374 -0.31362
H -1.75037 2.79274 -0.62666
H 1.75064 -0.65367 1.22231
H 2.52242 0.53840 0.05922

***

[16]
13
Properties=species:S:1:pos:R:3 method="wB97M-V/def2-TZVPD" total_charge=+1
C 3.52326 -0.51102 -0.00411
C -0.69775 0.25234 -0.04603
N 2.42421 -0.09319 -0.01666
N 0.31932 0.94451 0.09273
N 1.60332 0.81787 0.10000
N -0.94901 -1.13594 -0.10121
N -2.02711 0.91307 0.07429
H 4.42446 -1.00159 0.18345
H -0.12049 -1.81798 0.09078
H -1.52648 -1.48187 -0.90772
H -1.95447 1.86421 0.46095
H -2.34287 0.39875 0.83967
H -2.67638 0.85084 -0.76612

***

[17]
13
Properties=species:S:1:pos:R:3 method="wB97M-V/def2-TZVPD" total_charge=+1
C -0.01780 0.15742 2.43914
N 0.01497 0.46104 1.09750
N -0.24524 1.46620 0.37940
N -0.23917 1.33290 -0.84808
N 0.05439 0.03524 -1.06755
C 0.05780 -0.68781 -2.31497
N 0.17114 -0.66975 -0.05240
H -0.52507 1.01882 3.02980
H -0.56405 -0.78812 2.52633
H 1.05118 0.26276 2.76856
H -0.65135 -0.13937 -3.07437
H 1.13387 -0.78027 -2.82104
H -0.24067 -1.66906 -2.06233

***

[18]
14
Properties=species:S:1:pos:R:3 method="wB97M-V/def2-TZVPD" total_charge=0
C 0.04548 1.37831 0.55502
N -0.40938 0.18860 -0.34040
N -1.77303 0.14866 -0.61856
N -2.26439 -1.14240 -0.17483
N -1.31984 -1.72364 0.58521
C -0.14656 -0.97586 0.26005
N 0.98138 -1.59718 0.14072
N 1.91483 -0.65761 -0.30840
H -0.37193 1.47347 1.50137
H 0.03252 2.33214 0.05431
H 1.18414 1.39374 0.45353
H -2.17113 0.98364 -0.28372
H 2.69360 -1.24911 -0.34573
H 1.60433 -0.55277 -1.47857

***

[19]
10
Properties=species:S:1:pos:R:3 method="wB97M-V/def2-TZVPD" total_charge=+1
C -1.53105 -1.26485 -0.77625
N -1.14019 -0.55049 0.19191
H -1.00891 -1.18685 -1.71911
H -2.36518 -1.93872 -0.66245
H -1.63161 -0.57320 1.08019
H -0.36885 0.13382 0.09177
O 0.85785 1.32022 0.15998
C 2.03102 1.35597 0.44931
H 2.35000 1.58553 1.46835
H 2.80693 1.11856 -0.28371

***

[20]
11
Properties=species:S:1:pos:R:3 method="wB97M-V/def2-TZVPD" total_charge=-1
C -1.64119 2.22786 0.36042
O -0.25699 1.99524 0.62885
H -2.09458 3.09437 0.85676
H -1.73482 2.35976 -0.66219
H -2.29753 1.37416 0.68791
C 1.01553 -1.38649 -0.48548
N 0.03068 -0.96588 0.24748
O 1.24835 -2.48493 -0.93764
H 1.78688 -0.60189 -0.96409
H 0.03271 0.98174 0.54349
H -0.08435 -1.57763 1.02635

***

The following total energy values (in Ha) correspond, in order, to the records above: -298.742790 -298.653593 -298.608850 -374.048116 -373.890949 -449.148635 -449.225234 -449.288411 -599.461795 -696.905474 -696.912293 -696.953781 -696.771948 -353.198511 -353.162279 -353.139458 -353.163762 -408.131243 -209.496481 -285.033976.
The following energy above the lowest of the compared OMol25 structures with the same formula, charge and spin values (in kcal per mole) correspond, in order, to the records above: 66.6 122.6 4.0 39.1 137.7 108.3 60.2 20.6 75.6 75.7 71.4 45.4 39.5 92.1 114.9 129.2 113.9 103.3 18.3 48.4.